(1)
Density functional theory data (wB97M-V/def2-TZVPD) for the molecule C11H14FN at a distorted geometry.

Properties
Lowest unoccupied orbital energy, Eh: 0.0305
Calculated total energy, Eh: -582.12836
SMILES: CN1CC(C)(C)c2c(F)cccc21
Energy relative to the best compared isomer or geometry (same formula, charge and spin), kJ/mol: 132.1

Atoms and positions in Å:
C  1.20125  -1.03392  -1.62010
H  0.79542  2.53430  2.11179
H  -0.95307  -1.65711  -2.63457
H  -0.42742  3.02273  0.86763
C  -0.65905  -2.21535  0.93850
H  -0.30389  0.73377  3.24969
H  0.80456  1.24617  -1.59539
C  -0.36919  -0.99043  0.40287
H  -1.14376  -1.41250  4.15164
C  -0.03510  0.04659  1.23040
H  1.38290  -2.07139  -1.43667
H  1.30800  3.12108  0.58117
F  -0.74263  -3.23518  0.00014
C  -0.78808  -1.32793  3.10841
N  0.43172  1.11114  0.56661
C  -0.81799  -2.45146  2.28488
C  0.11310  0.98728  -0.86150
H  1.20020  -0.93387  -2.71541
H  -0.81020  1.63770  -1.10266
C  -0.11438  -0.54315  -1.05900
C  0.53930  2.44920  1.05224
C  -1.25663  -0.70964  -2.05902
H  1.95312  -0.46722  -1.04839
H  -1.16819  -3.39352  2.70817
H  -1.31847  0.03683  -2.75386
C  -0.25529  -0.11166  2.64143
H  -2.12856  -1.05003  -1.66245

(2)
Density functional theory data (wB97M-V/def2-TZVPD) for the molecule C11H14FN at a distorted geometry.

Properties
Lowest unoccupied orbital energy, Eh: 0.0321
Calculated total energy, Eh: -582.02122
SMILES: CC1(C)N(F)[C@]1(C)c1ccccc1
Energy relative to the best compared isomer or geometry (same formula, charge and spin), kJ/mol: 413.4

Atoms and positions in Å:
C  1.48609  -1.49752  0.41432
C  2.87271  0.84470  -0.26040
H  3.38923  1.73080  -0.58551
H  -3.56303  0.39708  -0.69111
C  2.80803  -1.35944  0.72158
H  -0.49316  1.94959  1.10840
C  1.54024  0.75012  -0.62387
C  -0.98148  1.03812  1.69420
H  -0.50437  -1.44188  -2.41162
H  -1.78276  1.32839  2.45476
C  -0.66173  -0.42656  -0.37405
H  1.18056  1.55148  -1.22436
H  -2.02275  -0.52619  -2.37881
N  -1.43317  -1.18114  0.58222
F  -2.45712  -1.77770  -0.12977
C  -2.91528  0.84488  0.16440
C  -1.00175  -0.56168  -2.04454
H  3.30236  -2.24699  1.15589
H  -3.56299  0.73495  0.96265
H  -0.14624  0.46137  1.95804
H  -0.51361  0.23908  -2.54599
C  3.45104  -0.14948  0.45502
H  1.04952  -2.40328  0.63886
H  -2.75627  1.84882  -0.04636
C  -1.58757  0.26312  0.57017
H  4.45850  -0.01415  0.74344
C  0.84500  -0.39649  -0.30757

(3)
Density functional theory data (wB97M-V/def2-TZVPD) for C11H14MoO5 as an isolated structure.

Properties
Total charge: +2
Lowest unoccupied orbital energy (spin up / spin down), Eh: -0.3295 / -0.3295
Calculated total energy, Eh: -871.31657
Energy relative to the best compared isomer or geometry (same formula, charge and spin), kJ/mol: 0.0

Atoms and positions in Å:
C  1.50173  -1.21456  -2.11284
C  0.32083  -1.46538  2.30448
H  -0.33841  2.57840  -0.13814
O  -1.67623  0.41101  -0.36249
C  -2.20887  0.49277  -1.47834
H  -3.94727  0.81997  -0.77772
H  -2.22472  0.81001  2.58951
C  1.19570  0.76942  2.49165
H  -1.91856  1.00583  -3.51590
H  -0.29920  2.34179  2.69964
C  0.77825  -0.40064  -3.17256
H  0.49299  -2.52159  2.13455
C  0.59186  2.04694  0.05258
O  -0.12471  0.51641  -2.61031
Mo  0.17735  -0.01881  0.52698
O  -3.47169  0.73459  -1.62290
H  -1.83747  -1.63362  2.12718
H  2.02950  1.45616  2.51586
O  1.02969  -0.85801  -0.78153
H  1.11116  1.88740  -0.89522
H  1.23102  2.63094  0.70355
O  2.33495  -2.01852  -2.23418
C  -1.49553  0.30207  -2.79550
H  -1.73641  -0.71083  -3.14186
H  1.54937  0.14256  -3.72251
H  0.31114  -1.10571  -3.86412
C  -1.21813  0.41570  2.55470
C  1.41592  -0.60833  2.49961
C  -1.00496  -0.95726  2.25825
C  -0.14426  1.27667  2.60235
H  2.42351  -1.00579  2.47604

(4)
Density functional theory data (wB97M-V/def2-TZVPD) for the molecule C11H14N2 at a distorted geometry.

Properties
Lowest unoccupied orbital energy, Eh: 0.0327
Calculated total energy, Eh: -536.94481
SMILES: CC1(C)[C@H]2C=C[C@]1(C)c1n[nH]cc12
Energy relative to the best compared isomer or geometry (same formula, charge and spin), kJ/mol: 328.8

Atoms and positions in Å:
C  0.07426  -0.05077  1.92108
C  -0.52535  0.29064  -0.28327
C  -0.38341  -2.18476  0.48685
C  -0.43872  0.02087  -1.86938
C  0.17136  -0.75370  0.51937
H  -1.53798  -2.14953  0.47642
H  0.17593  2.47762  -0.04569
C  0.17773  1.24759  1.76474
C  1.72439  0.87705  0.03234
H  -0.01445  -2.47860  -0.54650
H  -1.34692  -0.40927  -2.28466
H  4.63615  -0.19235  -0.24830
C  -1.97341  0.47988  0.04661
H  -1.88137  0.70038  1.21311
N  3.64576  -0.11185  -0.08319
H  0.41121  -0.73713  -1.97637
H  -2.47035  -0.39643  -0.22354
H  0.17414  1.97007  2.65085
N  2.80362  -1.08314  0.19199
C  1.63780  -0.48764  0.23041
H  -2.44172  1.44539  -0.19295
H  0.02460  -2.95137  1.11628
H  -0.19276  0.96492  -2.44464
H  3.66074  1.95301  -0.20729
C  0.39553  1.49227  0.24732
C  3.05582  1.08432  -0.19190
H  0.15381  -0.58282  2.81106

(5)
Density functional theory data (wB97M-V/def2-TZVPD) for a 2-piece molecular cluster, C11H14N2O overall at a distorted geometry.

Properties
Lowest unoccupied orbital energy, Eh: 0.0226
Calculated total energy, Eh: -612.16922
SMILES: Cc1ccc(O)cc1.Cc1c[nH]cn1
Energy relative to the best compared isomer or geometry (same formula, charge and spin), kJ/mol: 476.6

Atoms and positions in Å:
C  0.81812  -2.73938  2.48588
C  1.45818  -1.89753  3.52849
C  0.44531  2.31384  0.69053
H  2.37744  -3.78845  0.91433
H  -0.28457  1.99922  1.46720
H  -2.05250  -3.49388  1.01278
C  -1.45487  3.16690  -2.43948
H  -1.97498  3.94168  -2.92334
C  -0.09730  1.04844  -1.28877
C  -0.36227  1.03634  -2.72606
H  0.00699  0.09542  -3.13398
C  -0.08985  2.23861  -0.65168
C  -1.13803  2.05050  -3.32401
H  0.57370  3.42190  1.12770
H  0.83054  -1.15355  3.90423
C  -0.91994  -3.31745  1.30466
H  -1.96532  1.12713  -4.83464
O  -1.29295  1.84681  -4.66843
H  -0.18819  0.17576  -0.81070
N  0.21749  -3.59273  0.55443
N  -0.50275  -2.70451  2.39568
C  -0.80476  3.32943  -1.21805
H  -0.97099  4.22851  -0.69857
H  1.69017  -2.51204  4.60615
H  0.42601  -3.73015  -0.43381
H  1.36692  1.76242  0.63628
H  2.45715  -1.47686  3.22356
C  1.43126  -3.37639  1.29962

(6)
Density functional theory data (wB97M-V/def2-TZVPD) for a 2-piece molecular cluster, C11H14N2O overall at a distorted geometry.

Properties
Lowest unoccupied orbital energy, Eh: 0.0286
Calculated total energy, Eh: -612.21487
SMILES: Cc1ccc(O)cc1.Cc1c[nH]cn1
Energy relative to the best compared isomer or geometry (same formula, charge and spin), kJ/mol: 356.7

Atoms and positions in Å:
H  5.67700  -0.79855  0.08339
H  -4.58043  1.13629  0.28901
H  -4.09614  -2.21056  2.14535
C  -0.99025  -0.42213  0.88393
H  -5.21759  -0.86967  1.87627
C  2.00210  0.70877  -2.24734
N  2.77157  0.47981  0.12920
H  2.20988  -0.13132  -3.03326
H  -4.87503  -1.93904  0.44219
H  -2.49036  2.39936  -0.46733
H  4.70726  -0.82661  -2.27817
C  -3.38944  -0.58206  0.93744
H  3.83376  0.20130  1.86634
C  -1.09676  0.78864  0.32704
O  -0.05338  1.75034  -0.15322
C  2.96225  0.23241  -1.25450
H  -0.07835  -0.82703  1.16413
H  0.77042  1.52690  0.36958
C  3.88020  0.09850  0.82752
H  0.95788  0.95303  -2.25889
N  4.81142  -0.33997  -0.09500
H  2.40786  1.70349  -2.63699
H  -2.01198  -2.19521  1.46038
C  4.27416  -0.37092  -1.34112
C  -4.46097  -1.43390  1.35117
C  -2.32352  1.36572  0.02378
C  -3.50145  0.74763  0.33464
C  -2.10013  -1.14524  1.25447

(7)
Density functional theory data (wB97M-V/def2-TZVPD) for C11H14N2O6Rh as an isolated structure.

Properties
Expectation value of S²: 0.75
Lowest unoccupied orbital energy (spin up / spin down), Eh: -0.0170 / -0.0168
Calculated total energy, Eh: -1099.01354
2S+1: 2
Energy relative to the best compared isomer or geometry (same formula, charge and spin), kJ/mol: 0.0

Atoms and positions in Å:
Rh  -0.86407  1.26492  -0.89161
O  -3.67347  -0.96115  0.72384
H  1.60255  2.41720  0.78928
H  1.01903  -1.11506  0.38115
H  -1.51385  0.67015  2.79565
H  -0.68507  -0.68943  -4.40560
C  -2.75767  -0.50751  0.06651
O  -2.75566  0.63255  -0.55244
C  1.34855  1.76621  1.61150
H  2.51151  -0.24622  4.05479
H  3.31302  1.27460  2.23469
C  -0.37055  -0.35280  -3.41652
C  1.77190  0.29630  -1.01266
H  -1.74147  -2.40265  -0.23303
H  -0.99659  -1.35135  0.95673
N  0.03194  1.55366  1.78420
N  -0.51107  -0.83471  -1.01179
C  1.80794  0.27027  3.41651
H  0.71700  -0.25616  -3.40444
C  -1.46801  -1.36426  -0.02532
H  -0.41508  1.61165  -3.46666
H  -0.46471  -2.31402  -2.53167
C  0.92073  -0.95872  -0.69549
C  -0.43633  0.74937  2.75517
H  0.04365  -0.55019  4.35983
O  2.98006  0.17231  -0.95917
H  -1.95162  -1.35161  -2.41514
C  -0.86343  -1.30725  -2.35988
O  -0.84517  2.17847  1.00621
C  0.44355  0.09339  3.58995
C  2.26069  1.11459  2.41608
H  1.37517  -1.82492  -1.18440
O  1.14697  1.41015  -1.25855
O  -0.98045  0.91223  -3.11773

(8)
Density functional theory data (wB97M-V/def2-TZVPD) for C11H14N3OOsSe5 as an isolated structure.

Properties
Total charge: +1
Lowest unoccupied orbital energy (spin up / spin down), Eh: -0.2272 / -0.2262
Calculated total energy, Eh: -12764.67576

Atoms and positions in Å:
Se  1.56571  -6.57775  -3.29907
C  0.72214  1.83837  1.21656
N  0.83141  -2.78527  0.85049
N  -0.61126  2.16415  0.71742
H  0.55362  0.19180  -4.48526
Se  3.57498  -5.80512  -2.64243
Os  0.90717  -3.42752  -0.99740
H  -3.25222  1.98626  1.53648
H  0.25213  1.52862  3.30964
C  -1.41700  3.11842  1.49232
H  -0.73637  3.61613  2.18335
C  -2.56128  2.45087  2.23825
C  0.70484  -2.73045  2.02963
C  0.69573  0.98612  2.47443
C  0.67606  -1.21301  -2.89469
N  0.45692  -1.49648  -1.59518
Se  3.04965  -3.92946  -1.34660
H  -0.47566  1.95062  -3.01198
Se  0.03397  -5.09306  -2.27538
H  -2.19467  1.69105  2.92913
H  -1.80512  3.86751  0.80266
H  1.23718  2.78121  1.41698
H  -0.22239  -0.81782  0.23621
C  -0.38795  0.71154  -1.27224
C  -1.13280  1.73869  -0.44660
H  1.70710  0.70077  2.76489
H  1.28671  1.34924  0.42431
H  -3.11344  3.19419  2.81342
Se  0.51558  -2.63520  3.74169
O  -2.19362  2.12855  -0.90696
C  -0.06151  -0.54131  -0.79453
C  0.37301  0.01419  -3.43516
C  -0.18379  0.98561  -2.61848
H  1.09061  -2.01565  -3.48708
H  0.11455  0.07418  2.33121